*w*
{"formula": "H18O9", "method": "wB97M-V/def2-TZVPD", "symbols": ["O", "H", "H", "O", "H", "H", "O", "H", "H", "O", "H", "H", "O", "H", "H", "O", "H", "H", "O", "H", "H", "O", "H", "H", "O", "H", "H"], "coordinates": [[0.19, -0.62, -3.18], [0.77, -1.22, -3.77], [0.35, 0.08, -3.76], [2.12, 0.01, -0.89], [2.17, -0.97, -0.57], [1.67, -0.13, -1.92], [-1.28, 1.34, 2.16], [-1.29, 0.38, 2.62], [-0.59, 0.97, 1.60], [2.22, 1.27, 1.87], [1.89, 0.57, 1.23], [1.52, 1.85, 2.14], [0.91, 2.84, -0.24], [1.44, 2.32, 0.42], [1.47, 2.99, -1.09], [-0.51, -0.02, 0.29], [0.18, 0.29, -0.47], [-1.12, -0.45, -0.29], [-0.56, -2.64, 1.54], [-1.28, -2.91, 2.13], [-0.10, -2.15, 2.14], [-2.98, 2.51, 0.42], [-2.43, 1.80, 0.74], [-3.08, 2.29, -0.55], [-0.81, -3.44, -1.06], [-0.93, -3.14, -0.15], [0.07, -3.83, -1.37]], "mulliken_charge": [-0.65, 0.35, 0.30, -0.69, 0.34, 0.36, -0.71, 0.35, 0.33, -0.71, 0.32, 0.34, -0.62, 0.31, 0.30, -0.38, 0.28, 0.17, -0.63, 0.30, 0.27, -0.65, 0.36, 0.29, -0.65, 0.40, 0.29], "lumo_ha": -0.0150, "smiles": "O.O.O.O.O.O.O.O.O", "homo_ev": -10.2, "total_charge": 0, "molar_mass_g_mol": 162.14}

*x*
{"formula": "H18O9", "method": "wB97M-V/def2-TZVPD", "symbols": ["O", "H", "H", "O", "H", "H", "O", "H", "H", "O", "H", "H", "O", "H", "H", "O", "H", "H", "O", "H", "H", "O", "H", "H", "O", "H", "H"], "coordinates": [[-0.43, 0.37, 0.15], [-1.16, -0.23, 0.34], [0.22, -0.18, -0.31], [-3.71, -1.57, 2.43], [-3.60, -1.74, 3.37], [-2.94, -1.99, 2.02], [-4.02, -1.25, -1.03], [-3.13, -0.92, -1.21], [-4.34, -0.70, -0.31], [3.08, 2.57, 1.83], [3.06, 3.02, 2.69], [4.01, 2.62, 1.57], [4.48, -0.99, -0.92], [5.19, -0.76, -1.53], [4.64, -1.92, -0.71], [-3.61, 3.44, -1.47], [-4.04, 4.27, -1.28], [-3.01, 3.30, -0.73], [-0.61, -2.44, -0.35], [-0.95, -3.03, -1.03], [-1.07, -1.61, -0.50], [1.79, 2.53, -0.12], [0.89, 2.20, -0.15], [1.86, 3.09, -0.91], [2.78, -2.71, -0.37], [2.77, -2.60, -1.33], [1.84, -2.77, -0.14]], "mulliken_charge": [-0.63, 0.29, 0.36, -0.61, 0.30, 0.32, -0.61, 0.29, 0.32, -0.56, 0.28, 0.29, -0.61, 0.30, 0.33, -0.63, 0.32, 0.31, -0.56, 0.34, 0.18, -0.56, 0.30, 0.27, -0.64, 0.33, 0.27], "lumo_ha": 0.0005, "smiles": "O.O.O.O.O.O.O.O.O", "homo_ev": -10.2, "total_charge": 0, "molar_mass_g_mol": 162.13}

Calculated relative energies: *w* 94.5; *x* 0.0, given in kJ/mol

*w*
{"formula": "H18O9", "method": "wB97M-V/def2-TZVPD", "symbols": ["O", "H", "H", "O", "H", "H", "O", "H", "H", "O", "H", "H", "O", "H", "H", "O", "H", "H", "O", "H", "H", "O", "H", "H", "O", "H", "H"], "coordinates": [[-1.23, 3.59, 3.00], [-0.34, 3.31, 2.84], [-1.77, 3.14, 2.32], [1.33, 1.46, 2.43], [0.98, 0.59, 2.11], [2.20, 1.22, 2.69], [-0.92, -2.31, 0.97], [-0.73, -3.24, 1.29], [-0.79, -2.19, 0.04], [-3.40, -1.01, -1.66], [-3.18, -0.25, -2.16], [-4.24, -0.70, -1.25], [0.04, 2.54, 0.42], [0.55, 2.37, -0.37], [0.54, 2.62, 1.23], [-2.63, 1.99, -2.61], [-2.87, 2.59, -1.90], [-1.84, 1.52, -2.38], [1.36, -1.14, 1.75], [2.22, -1.33, 1.37], [0.72, -1.56, 1.10], [2.91, -0.86, -2.50], [3.22, -0.33, -3.24], [2.37, -0.38, -1.87], [1.94, -4.04, -0.85], [1.19, -4.23, -1.41], [2.38, -3.37, -1.36]], "mulliken_charge": [-0.63, 0.31, 0.33, -0.63, 0.47, 0.24, -0.71, 0.35, 0.32, -0.63, 0.34, 0.30, -0.60, 0.24, 0.33, -0.64, 0.33, 0.30, -0.68, 0.32, 0.35, -0.61, 0.32, 0.31, -0.63, 0.31, 0.31], "lumo_ha": -0.0133, "smiles": "O.O.O.O.O.O.O.O.O", "homo_ev": -10.8, "total_charge": 0, "molar_mass_g_mol": 162.14}

*x*
{"formula": "H18O9", "method": "wB97M-V/def2-TZVPD", "symbols": ["O", "H", "H", "O", "H", "H", "O", "H", "H", "O", "H", "H", "O", "H", "H", "O", "H", "H", "O", "H", "H", "O", "H", "H", "O", "H", "H"], "coordinates": [[0.49, 0.22, -0.54], [-0.22, -0.43, -0.50], [0.76, 0.33, 0.38], [5.03, -1.31, -2.21], [4.71, -0.44, -1.92], [4.33, -1.63, -2.78], [-0.44, 3.63, -0.31], [-0.19, 3.79, -1.22], [-0.61, 4.52, 0.04], [3.72, 0.14, 2.05], [4.10, -0.40, 1.35], [3.12, 0.74, 1.60], [-4.68, 0.87, -0.65], [-4.06, 1.55, -0.95], [-4.78, 0.28, -1.41], [-3.40, -3.28, -0.39], [-3.43, -3.19, -1.35], [-2.46, -3.23, -0.19], [-0.16, 1.05, 2.18], [0.41, 0.35, 2.51], [-0.61, 0.64, 1.43], [0.00, 0.21, -2.51], [-0.87, 0.58, -2.33], [-0.17, -0.49, -3.15], [-0.47, -1.46, 2.85], [-0.05, -2.33, 2.78], [-0.65, -1.21, 1.94]], "mulliken_charge": [-0.59, 0.33, 0.30, -0.63, 0.32, 0.32, -0.59, 0.31, 0.29, -0.64, 0.32, 0.31, -0.62, 0.31, 0.31, -0.61, 0.31, 0.30, -0.63, 0.36, 0.25, -0.61, 0.30, 0.28, -0.61, 0.33, 0.27], "lumo_ha": -0.0171, "smiles": "O.O.O.O.O.O.O.O.O", "homo_ev": -11.0, "total_charge": 0, "molar_mass_g_mol": 162.13}

*y*
{"formula": "H18O9", "method": "wB97M-V/def2-TZVPD", "symbols": ["O", "H", "H", "O", "H", "H", "O", "H", "H", "O", "H", "H", "O", "H", "H", "O", "H", "H", "O", "H", "H", "O", "H", "H", "O", "H", "H"], "coordinates": [[-0.10, 0.24, -0.34], [-0.13, 0.52, -1.27], [0.30, -0.57, -0.43], [2.15, -1.95, 2.76], [1.82, -2.85, 2.86], [2.02, -1.90, 1.84], [-4.22, 0.48, -0.22], [-4.83, -0.06, 0.24], [-3.34, 0.25, 0.24], [0.26, 2.88, 2.86], [0.12, 3.75, 3.11], [0.06, 2.25, 3.63], [-1.08, 2.45, -4.18], [-1.08, 2.72, -5.09], [-0.20, 2.65, -3.82], [0.57, -0.13, 3.81], [-0.32, 0.26, 3.71], [1.00, -0.15, 2.94], [4.27, -3.07, -1.74], [3.50, -2.72, -2.19], [4.32, -2.38, -1.14], [-3.75, 0.17, 3.35], [-3.09, 0.20, 2.67], [-4.46, -0.35, 2.81], [2.06, -0.51, -5.45], [1.52, -1.18, -4.96], [2.62, -0.99, -6.02]], "mulliken_charge": [-0.58, 0.30, 0.28, -0.62, 0.32, 0.28, -0.60, 0.31, 0.29, -0.60, 0.29, 0.32, -0.63, 0.31, 0.32, -0.61, 0.27, 0.35, -0.60, 0.30, 0.30, -0.60, 0.29, 0.32, -0.63, 0.32, 0.32], "lumo_ha": -0.0160, "smiles": "O.O.O.O.O.O.O.O.O", "homo_ev": -11.0, "total_charge": 0, "molar_mass_g_mol": 162.13}

Calculated relative energies: *w* 0.0; *x* 168.9; *y* 136.4, given in kJ/mol

*w*
{"formula": "C9H14", "method": "wB97M-V/def2-TZVPD", "symbols": ["C", "C", "C", "C", "C", "C", "C", "H", "H", "H", "H", "H", "H", "H", "H", "C", "C", "H", "H", "H", "H", "H", "H"], "coordinates": [[-1.36, -1.05, 1.07], [0.05, -0.56, 1.33], [0.66, 0.63, 0.82], [1.85, 1.25, 1.24], [2.53, 0.51, 2.23], [2.14, -0.80, 2.52], [0.86, -1.29, 2.24], [-1.57, -1.04, -0.06], [-2.19, -0.56, 1.54], [-1.48, -2.15, 1.17], [0.13, 1.00, -0.10], [2.15, 2.17, 0.90], [3.26, 1.01, 2.77], [2.91, -1.25, 3.25], [0.48, -2.20, 2.69], [-0.77, 1.03, -2.95], [-1.87, -0.02, -2.91], [-0.17, 0.99, -3.92], [-1.25, 2.01, -2.96], [-0.01, 1.05, -2.17], [-2.27, 0.04, -3.85], [-2.41, 0.20, -2.06], [-1.68, -0.98, -2.80]], "mulliken_charge": [-0.92, 0.52, 0.07, -0.76, -0.34, -0.57, -0.32, 0.04, 0.28, 0.32, 0.14, 0.49, 0.42, 0.23, 0.37, -0.66, -1.11, 0.30, 0.23, 0.20, 0.37, 0.30, 0.42], "lumo_ha": 0.0370, "smiles": "Cc1ccccc1.CC", "homo_ev": -8.9, "total_charge": 0, "molar_mass_g_mol": 122.21}

*x*
{"formula": "C9H14", "method": "wB97M-V/def2-TZVPD", "symbols": ["C", "C", "C", "C", "C", "C", "C", "H", "H", "H", "H", "H", "H", "H", "H", "C", "C", "H", "H", "H", "H", "H", "H"], "coordinates": [[-0.82, -1.40, -2.89], [-0.57, -1.37, -1.41], [0.74, -1.34, -0.82], [1.04, -1.36, 0.51], [-0.01, -1.35, 1.37], [-1.33, -1.18, 0.97], [-1.58, -1.11, -0.47], [-0.72, -0.26, -3.08], [-1.76, -1.78, -3.24], [0.01, -1.98, -3.46], [1.50, -1.11, -1.51], [2.07, -1.36, 0.87], [0.11, -1.47, 2.48], [-2.25, -1.06, 1.53], [-2.57, -0.80, -0.82], [0.13, 1.99, 1.18], [1.45, 2.87, 1.28], [0.37, 0.96, 0.85], [-0.34, 1.89, 2.17], [-0.59, 2.23, 0.45], [1.24, 3.83, 0.82], [2.20, 2.20, 0.80], [1.69, 2.96, 2.40]], "mulliken_charge": [-1.20, 0.35, 0.01, -0.88, -0.11, -0.52, -0.31, 0.25, 0.37, 0.30, 0.39, 0.37, 0.25, 0.35, 0.33, -0.39, -0.79, -0.20, 0.30, 0.39, 0.27, 0.26, 0.22], "lumo_ha": 0.0349, "smiles": "Cc1ccccc1.CC", "homo_ev": -8.9, "total_charge": 0, "molar_mass_g_mol": 122.21}

*y*
{"formula": "C9H14", "method": "wB97M-V/def2-TZVPD", "symbols": ["C", "C", "C", "C", "C", "C", "C", "H", "H", "H", "H", "H", "H", "H", "H", "C", "C", "H", "H", "H", "H", "H", "H"], "coordinates": [[0.71, -0.59, 1.29], [-0.72, -1.16, 0.96], [-1.74, -0.92, 1.91], [-3.04, -1.11, 1.43], [-3.23, -1.68, 0.19], [-2.24, -1.94, -0.71], [-0.95, -1.49, -0.37], [0.51, 0.47, 1.43], [1.35, -0.91, 0.48], [1.02, -1.10, 2.20], [-1.42, -0.72, 2.92], [-3.85, -0.86, 2.10], [-4.28, -1.86, -0.09], [-2.35, -2.47, -1.64], [-0.16, -1.58, -1.10], [2.63, 1.88, -2.07], [2.37, 2.62, -0.74], [3.58, 2.32, -2.40], [2.92, 0.87, -1.79], [1.92, 1.96, -2.89], [2.76, 3.64, -0.71], [1.31, 2.51, -0.46], [2.88, 2.12, 0.07]], "mulliken_charge": [-1.31, 0.91, -0.53, -0.48, -0.32, -0.45, -0.57, 0.31, 0.37, 0.36, 0.39, 0.35, 0.31, 0.37, 0.28, -0.81, -0.80, 0.28, 0.23, 0.30, 0.33, 0.21, 0.26], "lumo_ha": 0.0366, "smiles": "Cc1ccccc1.CC", "homo_ev": -9.0, "total_charge": 0, "molar_mass_g_mol": 122.21}

Calculated relative energies: *w* 90.2; *x* 48.5; *y* 0.0, given in kJ/mol